(1)
Computed, not measured: a 3-piece molecular cluster, C4H8O2 overall, with ωB97M-V/def2-TZVPD.

The geometry in XYZ format:
```
14
Properties=species:S:1:pos:R:3:forces:R:3
O 0.157053 1.769399 1.817265 -0.052 -0.177 0.030
C -0.540435 0.896377 1.078423 -0.230 -0.192 -0.422
C -1.242449 0.669269 0.014135 0.127 0.207 0.268
C -1.012247 -0.506752 0.965901 0.036 -0.224 0.216
H 0.527620 1.306774 2.581713 -0.105 0.054 -0.137
H -1.766219 0.970888 -0.880379 0.173 -0.030 0.206
H -1.832324 -0.854592 1.603877 0.100 0.112 -0.105
H -0.318102 -1.308733 0.683224 -0.096 0.240 0.025
H 0.114259 -1.777306 -2.083256 -0.098 -0.033 -0.067
H -0.526857 -1.838287 -2.458217 -0.020 -0.005 -0.031
C 1.610011 0.176173 -0.833948 -0.005 -0.437 0.095
O 1.726524 -1.024932 -0.755790 0.069 0.732 0.009
H 1.139153 0.673113 -1.705311 0.109 -0.153 0.071
H 1.964014 0.848612 -0.027635 -0.007 -0.095 -0.157
```
Forces are in eV/Å.

Computed properties:
charge: 0
Kohn-Sham gap: 0.3561 hartree
SMILES: OC1=CC1.[H][H].C=O

Computed natural (NBO) charges, given in elementary charges:
1 O -0.65
2 C 0.32
3 C -0.30
4 C -0.45
5 H 0.49
6 H 0.23
7 H 0.18
8 H 0.19
9 H 0.02
10 H -0.03
11 C 0.27
12 O -0.53
13 H 0.12
14 H 0.12

=====

(2)
Computed, not measured: one molecule with the formula C4H8O2, with ωB97M-V/def2-TZVPD.

The geometry in XYZ format:
```
14
Properties=species:S:1:pos:R:3:forces:R:3
C -1.696334 0.146240 0.146028 0.011 -0.019 -0.036
C -0.314500 -0.319414 0.600781 -0.118 -0.221 -0.015
C 0.517440 -1.048034 -0.456486 -0.166 -0.215 0.082
O 1.196952 0.001711 -1.116102 -0.042 0.056 -0.038
C 1.425976 0.993790 -0.149018 0.278 0.277 0.011
O 0.515056 0.798760 0.915790 -0.014 0.000 -0.038
H -2.253707 0.532688 1.010382 0.115 -0.035 -0.315
H -1.598008 0.944974 -0.601417 -0.025 -0.199 0.173
H -2.269032 -0.677216 -0.305779 0.147 0.175 0.208
H -0.394806 -0.935578 1.504750 -0.034 0.136 -0.119
H 1.221115 -1.750760 0.017696 -0.054 0.174 -0.084
H -0.079405 -1.586787 -1.195387 0.042 0.067 0.088
H 2.444788 0.929662 0.261992 -0.094 -0.044 -0.069
H 1.284471 1.969963 -0.633230 -0.045 -0.152 0.153
```
Forces are in eV/Å.

Computed properties:
charge: 0
Kohn-Sham gap: 0.3949 hartree
SMILES: C[C@H]1COCO1

Computed natural (NBO) charges, given in elementary charges:
1 C -0.63
2 C 0.07
3 C -0.10
4 O -0.53
5 C 0.23
6 O -0.53
7 H 0.22
8 H 0.22
9 H 0.21
10 H 0.18
11 H 0.17
12 H 0.19
13 H 0.14
14 H 0.16

=====

(3)
Computed, not measured: one molecule with the formula C4H8O2, with ωB97M-V/def2-TZVPD.

The geometry in XYZ format:
```
14
Properties=species:S:1:pos:R:3:forces:R:3
C 1.876216 0.628093 -1.217571 0.014 -0.031 -0.027
C 0.520576 0.827233 -0.572567 0.077 0.219 -0.069
O 0.038451 -0.437800 -0.125795 -0.149 -0.088 -0.003
C -0.884928 -0.339831 0.877571 0.218 -0.015 0.306
C -1.808936 -1.422117 1.168228 0.023 -0.241 0.146
O -2.252324 -0.196802 0.569237 -0.175 0.151 -0.068
H 2.589394 0.222901 -0.493681 -0.100 0.046 -0.090
H 1.801336 -0.070217 -2.055139 0.014 0.082 0.076
H 2.264623 1.581154 -1.591037 -0.080 -0.129 0.042
H 0.602098 1.513960 0.283442 -0.022 -0.114 -0.083
H -0.198572 1.261437 -1.277886 0.071 -0.050 0.064
H -0.569865 0.308479 1.699440 0.038 -0.033 -0.095
H -2.081795 -1.583179 2.211687 -0.170 0.061 -0.202
H -1.896274 -2.293310 0.524072 0.241 0.141 0.001
```
Forces are in eV/Å.

Computed properties:
charge: 0
Kohn-Sham gap: 0.4180 hartree
SMILES: CCO[C@@H]1CO1

Computed natural (NBO) charges, given in elementary charges:
1 C -0.62
2 C -0.07
3 O -0.52
4 C 0.33
5 C -0.13
6 O -0.50
7 H 0.21
8 H 0.22
9 H 0.21
10 H 0.16
11 H 0.18
12 H 0.15
13 H 0.18
14 H 0.19

=====

(4)
Computed, not measured: one molecule with the formula C4H8O2 in a non-equilibrium geometry, with ωB97M-V/def2-TZVPD.

The geometry in XYZ format:
```
14
Properties=species:S:1:pos:R:3:forces:R:3
C 1.093390 0.807656 1.197940 0.276 0.220 -0.283
C 0.292957 0.924967 -0.081909 0.119 0.190 -0.233
O 0.521735 1.792825 -0.905415 -0.030 -0.452 0.522
C -0.823079 -0.072832 -0.351311 -0.851 0.723 0.020
C -0.345097 -1.507257 -0.311394 0.035 -0.232 -0.663
O -1.451824 0.248177 -1.583840 0.436 -0.036 0.158
H 1.899401 0.064671 1.050504 -0.239 0.430 0.021
H 0.512962 0.477801 2.056430 -0.208 -0.053 -0.075
H 1.507651 1.803572 1.398460 0.121 -0.408 0.015
H -1.568857 0.077981 0.468980 0.379 -0.050 -0.384
H 0.064562 -1.761827 0.655932 0.162 -0.070 0.269
H -1.167585 -2.194473 -0.527562 0.035 0.193 0.058
H 0.412511 -1.655694 -1.089258 -0.024 -0.043 0.175
H -0.948726 0.994434 -1.977558 -0.212 -0.413 0.402
```
Forces are in eV/Å.

Computed properties:
charge: 0
Kohn-Sham gap: 0.4060 hartree
SMILES: CC(=O)[C@H](C)O

Computed natural (NBO) charges, given in elementary charges:
1 C -0.73
2 C 0.59
3 O -0.56
4 C 0.00
5 C -0.62
6 O -0.72
7 H 0.24
8 H 0.23
9 H 0.24
10 H 0.18
11 H 0.21
12 H 0.23
13 H 0.21
14 H 0.49

=====

(5)
Computed, not measured: a 2-piece molecular cluster, C4H8O2 overall, with ωB97M-V/def2-TZVPD.

The geometry in XYZ format:
```
14
Properties=species:S:1:pos:R:3:forces:R:3
C -1.946596 0.163384 0.395872 -0.161 0.014 0.033
C 0.584193 -0.394130 1.124105 0.508 0.017 -0.136
C 0.720822 -1.160734 -0.169626 0.032 -0.189 0.154
O 0.915723 -0.193225 -1.201321 0.064 0.020 -0.046
C 1.412475 0.925196 -0.567493 0.175 0.204 -0.116
O 0.978896 0.812721 0.828073 0.072 -0.226 0.155
H -2.710145 -0.605135 0.273264 -0.109 0.172 -0.048
H -2.373554 1.104287 0.743840 -0.139 -0.092 -0.102
H -1.428517 0.324038 -0.556775 -0.138 -0.052 0.289
H -1.257543 -0.180676 1.182857 -0.431 0.099 -0.232
H 1.605686 -1.799988 -0.028500 0.023 -0.001 -0.113
H -0.134935 -1.790036 -0.429024 0.163 0.136 0.182
H 2.509054 0.953191 -0.521411 -0.087 0.009 -0.114
H 1.001009 1.838355 -1.002371 0.028 -0.111 0.094
```
Forces are in eV/Å.

Computed properties:
charge: 0
Kohn-Sham gap: 0.3630 hartree

Computed natural (NBO) charges, given in elementary charges:
1 C -0.85
2 C 0.27
3 C -0.25
4 O -0.52
5 C 0.20
6 O -0.48
7 H 0.21
8 H 0.22
9 H 0.21
10 H 0.22
11 H 0.21
12 H 0.23
13 H 0.15
14 H 0.18

=====

(6)
Computed, not measured: one molecule with the formula C4H8O2 in a non-equilibrium geometry, with ωB97M-V/def2-TZVPD.

The geometry in XYZ format:
```
14
Properties=species:S:1:pos:R:3:forces:R:3
C -0.484527 -1.921805 -0.623789 0.382 -0.003 0.088
C 0.091916 -0.552627 -0.516631 0.649 0.350 0.026
O 1.292661 -0.548338 -0.770201 0.164 0.897 0.375
C -0.587053 0.750162 -0.220382 -0.015 -0.002 0.009
C 0.136057 1.356265 0.994081 -0.360 0.047 0.188
O 1.464070 1.705992 0.724679 0.169 -0.001 0.064
H -1.579715 -2.052721 -0.732163 0.890 0.057 -0.625
H 0.337885 -2.096169 -1.354543 -1.812 -1.725 -0.697
H -0.138306 -2.548732 0.197846 -0.151 0.247 0.409
H -0.435015 1.412692 -1.081889 -0.039 -0.114 0.139
H -1.660493 0.648349 -0.037721 0.150 -0.069 0.055
H 0.061294 0.640279 1.830431 0.059 0.160 -0.039
H -0.383954 2.268203 1.288746 0.027 -0.016 0.057
H 1.885179 0.938448 0.301535 -0.113 0.172 -0.049
```
Forces are in eV/Å.

Computed properties:
charge: 0
Kohn-Sham gap: 0.3946 hartree
SMILES: CC(=O)CCO

Computed natural (NBO) charges, given in elementary charges:
1 C -0.76
2 C 0.60
3 O -0.61
4 C -0.54
5 C -0.04
6 O -0.72
7 H 0.23
8 H 0.29
9 H 0.25
10 H 0.25
11 H 0.22
12 H 0.15
13 H 0.19
14 H 0.49

=====

(7)
Computed, not measured: C4H8O2 as an isolated structure in a non-equilibrium geometry, with ωB97M-V/def2-TZVPD.

The geometry in XYZ format:
```
14
Properties=species:S:1:pos:R:3:forces:R:3
O -0.424075 1.173487 1.829012 0.248 -0.387 0.097
C -1.114987 1.101216 0.605385 -0.451 0.206 -0.412
C -0.214774 0.708983 -0.564248 0.457 0.857 0.023
C 0.240870 -0.682798 -0.432791 -4.473 -2.556 -1.162
C 1.492961 -1.369294 -0.585377 -2.348 -2.641 -0.218
O 0.857693 -1.136071 0.721729 0.873 -0.033 -0.132
H 0.052271 0.333436 1.936142 -0.091 0.347 0.075
H -1.963366 0.397531 0.659358 0.141 0.100 0.032
H -1.527869 2.098596 0.421262 0.026 -0.151 0.058
H -0.727629 0.827108 -1.525489 -0.010 -0.019 0.197
H 0.660911 1.373011 -0.577343 -0.128 0.026 0.052
H -0.730730 -1.574482 -0.786062 2.350 2.959 1.037
H 2.429611 -0.841280 -0.736985 -0.003 -0.651 -0.190
H 0.969113 -2.409442 -0.964592 3.408 1.942 0.544
```
Forces are in eV/Å.

Computed properties:
charge: 0
Kohn-Sham gap: 0.4111 hartree

Computed natural (NBO) charges, given in elementary charges:
1 O -0.72
2 C -0.05
3 C -0.48
4 C 0.13
5 C -0.16
6 O -0.53
7 H 0.48
8 H 0.16
9 H 0.18
10 H 0.23
11 H 0.22
12 H 0.11
13 H 0.22
14 H 0.22

=====

(8)
Computed, not measured: one molecule with the formula C4H8O2 in a non-equilibrium geometry, with ωB97M-V/def2-TZVPD.

The geometry in XYZ format:
```
14
Properties=species:S:1:pos:R:3:forces:R:3
C 1.930050 0.332929 -0.415089 0.154 -1.572 -1.795
C 0.825857 -0.510144 0.377599 0.116 5.123 -0.442
O 0.815251 0.312795 1.279792 -2.160 -1.504 4.114
C -0.570907 -1.064288 -0.080104 0.507 -0.259 -0.199
C -1.650618 -0.012916 0.273848 0.036 -0.373 0.146
O -1.361304 1.247502 -0.289965 0.161 0.066 0.156
H 2.926923 0.045341 -0.085629 -0.029 -0.212 -0.509
H 1.659628 0.097466 -1.416923 0.964 -0.048 -1.570
H 1.841370 1.450652 -0.306075 -0.415 -1.430 0.293
H -0.547199 -1.206664 -1.163767 0.077 0.021 0.039
H -0.853514 -2.033281 0.351045 0.341 0.185 0.109
H -1.759283 0.063550 1.364093 0.098 -0.056 -0.191
H -2.622999 -0.322919 -0.128821 0.300 -0.073 -0.023
H -0.633252 1.599980 0.239997 -0.152 0.133 -0.128
```
Forces are in eV/Å.

Computed properties:
charge: 0
Kohn-Sham gap: 0.3379 hartree
SMILES: CC(=O)CCO

Computed natural (NBO) charges, given in elementary charges:
1 C -0.64
2 C 0.55
3 O -0.56
4 C -0.52
5 C -0.06
6 O -0.72
7 H 0.23
8 H 0.20
9 H 0.22
10 H 0.22
11 H 0.24
12 H 0.18
13 H 0.19
14 H 0.47

=====

(9)
Computed, not measured: a 2-piece molecular cluster, C4H8O2 overall in a non-equilibrium geometry, with ωB97M-V/def2-TZVPD.

The geometry in XYZ format:
```
14
Properties=species:S:1:pos:R:3:forces:R:3
C 1.566442 -1.679288 -0.066754 0.663 0.955 -0.246
C 0.890819 -0.861780 0.747353 -0.500 -0.866 -1.275
C -0.555887 -0.677097 0.541137 0.367 0.539 1.373
C -1.114096 0.467483 0.935930 -0.353 -0.549 -0.214
O -2.440317 0.761416 0.875187 -0.366 0.554 -0.019
H 2.641499 -1.546074 -0.159795 0.028 -0.662 0.451
H 1.095769 -2.244546 -0.864401 -0.152 0.034 0.157
H 1.413570 -0.311203 1.518380 -0.068 0.320 -0.115
H -1.147568 -1.496201 0.151135 0.016 0.082 -0.210
H -0.554231 1.288009 1.372372 0.083 -0.186 0.096
H -2.873513 0.470869 0.065996 0.285 -0.259 0.040
O -0.021101 2.037101 -1.655372 0.252 -0.489 -0.635
H 0.732890 2.411686 -1.191735 0.052 -0.015 0.009
H 0.365723 1.379625 -2.269435 -0.307 0.543 0.588
```
Forces are in eV/Å.

Computed properties:
charge: 0
Kohn-Sham gap: 0.3335 hartree
SMILES: C=C/C=C/O.O

Computed natural (NBO) charges, given in elementary charges:
1 C -0.42
2 C -0.19
3 C -0.35
4 C 0.19
5 O -0.70
6 H 0.19
7 H 0.19
8 H 0.21
9 H 0.21
10 H 0.17
11 H 0.49
12 O -0.94
13 H 0.47
14 H 0.47

=====

(10)
Computed, not measured: C4H8O2 as an isolated structure in a non-equilibrium geometry, with ωB97M-V/def2-TZVPD.

The geometry in XYZ format:
```
14
Properties=species:S:1:pos:R:3:forces:R:3
C -0.232591 0.222693 -1.367801 -0.384 0.465 -0.889
C -0.330480 0.318344 0.043090 0.753 -0.147 0.371
O -1.623960 0.277868 0.560354 -0.073 -0.149 0.178
C 0.709857 1.229573 0.774427 -0.169 0.628 -0.083
O 1.475383 0.118959 1.269923 0.120 0.027 -0.044
C 0.704526 -0.716827 0.503782 0.266 -0.367 0.239
H -0.593369 -1.969677 -1.057365 -0.139 -0.354 0.149
H 0.570799 0.662012 -1.940228 0.004 0.115 0.192
H -1.081963 -0.182287 -1.911268 0.292 -0.051 0.063
H -1.594806 -0.294380 1.341340 -0.092 0.115 -0.123
H 0.291033 1.864894 1.556987 0.082 -0.109 0.008
H 1.340945 1.786092 0.082705 -0.189 0.112 0.030
H -0.614327 -2.226372 -0.348183 -0.209 -0.183 -0.227
H 1.263364 -1.428038 -0.105984 -0.264 -0.104 0.137
```
Forces are in eV/Å.

Computed properties:
charge: 0
Kohn-Sham gap (spin up / spin down): 0.3059 / 0.2978 hartree

Computed natural (NBO) charges, given in elementary charges:
1 C -0.38
2 C 0.07
3 O -0.69
4 C -0.07
5 O -0.50
6 C 0.11
7 H 0.00
8 H 0.20
9 H 0.21
10 H 0.48
11 H 0.20
12 H 0.19
13 H -0.01
14 H 0.19

=====

(11)
Computed, not measured: one molecule with the formula C4H8O2 in a non-equilibrium geometry, with ωB97M-V/def2-TZVPD.

The geometry in XYZ format:
```
14
Properties=species:S:1:pos:R:3:forces:R:3
C -0.072250 -1.631314 -0.144725 0.354 0.343 -0.179
C 0.307441 -0.232814 0.394601 0.308 0.446 -0.545
O 0.675473 -0.331815 1.735158 -0.189 0.543 0.236
C 0.904237 1.144965 -0.329135 -0.052 -0.745 -0.202
C -0.533414 0.888513 -0.084567 -0.255 0.182 0.222
O -1.315783 0.705562 -1.217782 -0.583 -0.006 0.010
H 0.618975 -2.426452 0.157276 0.125 0.425 -0.137
H -0.199186 -1.629822 -1.225907 0.175 0.004 0.015
H -1.058536 -1.935642 0.269271 0.488 0.527 -0.001
H 1.208240 0.463348 1.826154 0.128 -0.218 0.748
H 1.212510 2.123412 0.111240 0.382 -1.435 0.504
H 1.362840 1.036655 -1.302058 -0.515 -0.174 -0.261
H -0.955768 1.481526 0.727708 -0.187 0.194 -0.203
H -2.154780 0.343877 -0.917233 -0.178 -0.087 -0.206
```
Forces are in eV/Å.

Computed properties:
charge: 0
Kohn-Sham gap: 0.3555 hartree
SMILES: C[C@@]1(O)C[C@H]1O

Computed natural (NBO) charges, given in elementary charges:
1 C -0.64
2 C 0.28
3 O -0.70
4 C -0.53
5 C 0.03
6 O -0.69
7 H 0.23
8 H 0.23
9 H 0.22
10 H 0.48
11 H 0.23
12 H 0.23
13 H 0.17
14 H 0.47

=====

(12)
Computed, not measured: C4H8O2 as an isolated structure, with ωB97M-V/def2-TZVPD.

The geometry in XYZ format:
```
14
Properties=species:S:1:pos:R:3:forces:R:3
O -1.785256 0.866786 -0.300312 -0.139 0.169 0.334
C -0.234955 0.036411 -0.961127 0.141 -0.317 0.006
C 0.938965 0.616853 -0.221508 0.016 0.037 0.018
C 0.907392 -0.215878 1.069461 0.156 0.254 0.154
O 0.404594 -1.473384 0.684042 -0.044 -0.086 0.036
C -0.550201 -1.201245 -0.336034 0.165 -0.123 -0.379
H -1.613303 1.472057 0.442978 -0.097 -0.068 -0.170
H -0.457080 0.293374 -1.989673 0.008 -0.039 0.158
H 0.902199 1.697522 -0.067172 -0.006 -0.159 -0.020
H 1.836514 0.383654 -0.808770 -0.092 0.009 0.035
H 0.234855 0.261060 1.804150 0.065 -0.085 -0.080
H 1.886611 -0.355892 1.533373 -0.131 0.038 -0.082
H -0.832591 -2.089691 -0.890470 0.001 0.126 0.057
H -1.637745 -0.291627 0.041063 -0.042 0.244 -0.065
```
Forces are in eV/Å.

Computed properties:
charge: 0
Kohn-Sham gap: 0.3181 hartree

Computed natural (NBO) charges, given in elementary charges:
1 O -0.90
2 C 0.08
3 C -0.48
4 C -0.07
5 O -0.52
6 C -0.27
7 H 0.47
8 H 0.24
9 H 0.23
10 H 0.23
11 H 0.15
12 H 0.20
13 H 0.22
14 H 0.43

=====

For reference, ΔE to the lowest compared entry with this formula, charge and spin by record: 5.213, 1.342, 2.221, 0.687, 3.992, 1.689, 3.822, 3.345, 2.336, 6.388, 2.860, 4.357 eV.